This record from the Open Molecules 2025 dataset describes C32H36MgN8S2 as an isolated structure at a distorted geometry. The level of theory is ωB97M-V with the def2-TZVPD basis set.

Structure (ORCA input):
```
! wB97M-V def2-TZVPD RIJCOSX def2/J DEFGRID3
* xyz 2 1
Mg 0.30 -0.36 -0.43
C 5.20 -1.92 -0.43
N 4.15 -1.97 -1.43
C 4.60 -2.31 -2.78
C 3.35 -2.08 -3.63
N 2.55 -1.23 -2.77
C 1.25 -0.79 -3.18
C 2.97 -1.30 -1.48
N 2.24 -0.80 -0.52
C 2.69 -0.80 0.85
C 1.70 -0.05 1.75
N 0.38 -0.58 1.52
C -0.42 -0.96 2.48
N -1.45 -1.83 2.24
C -1.34 -2.90 1.29
C -2.11 -2.18 3.49
C -1.54 -1.17 4.50
N -0.43 -0.57 3.78
C 0.24 0.56 4.38
H 5.97 -2.63 -0.73
H 4.84 -2.22 0.55
H 5.65 -0.93 -0.37
H 4.96 -3.34 -2.81
H 5.41 -1.64 -3.08
H 2.83 -3.02 -3.84
H 3.57 -1.58 -4.57
H 1.23 -0.76 -4.26
H 1.06 0.22 -2.80
H 0.45 -1.47 -2.83
H 3.66 -0.31 0.96
H 2.75 -1.83 1.22
H 1.74 1.02 1.52
H 2.03 -0.20 2.78
H -0.66 -2.63 0.48
H -2.33 -3.12 0.88
H -0.96 -3.81 1.77
H -1.85 -3.21 3.76
H -3.19 -2.11 3.39
H -1.21 -1.65 5.42
H -2.28 -0.40 4.75
H -0.34 0.90 5.23
H 0.33 1.38 3.66
H 1.23 0.29 4.75
S -6.65 -1.74 -0.77
C -7.01 -3.40 -0.61
C -5.89 -4.18 -0.68
C -4.72 -3.43 -0.87
C -4.95 -2.07 -0.93
C -4.00 -0.99 -0.97
C -2.61 -1.23 -1.14
N -1.69 -0.30 -1.02
C -2.07 0.97 -0.80
C -3.43 1.34 -0.70
C -3.78 2.72 -0.53
C -2.83 3.68 -0.51
C -1.44 3.35 -0.60
C -0.42 4.31 -0.58
C 0.92 3.92 -0.65
C 1.17 2.53 -0.74
N 0.22 1.62 -0.76
C -1.07 1.99 -0.70
C 2.00 4.87 -0.63
C 3.36 4.62 -0.62
C 4.12 5.79 -0.59
C 3.36 6.92 -0.57
S 1.69 6.59 -0.59
C -4.39 0.33 -0.78
H -8.02 -3.71 -0.48
H -5.91 -5.25 -0.58
H -3.75 -3.89 -0.97
H -2.26 -2.22 -1.41
H -4.82 2.97 -0.44
H -3.10 4.72 -0.43
H -0.67 5.36 -0.51
H 2.18 2.16 -0.83
H 3.79 3.64 -0.64
H 5.20 5.80 -0.58
H 3.69 7.94 -0.55
H -5.44 0.58 -0.67
*
```

Charges computed using Löwdin, reported in e: 0.616, -0.026, -0.069, -0.101, -0.096, -0.101, -0.026, -0.330, 0.014, -0.207, -0.210, 0.005, -0.327, -0.083, -0.028, -0.098, -0.093, -0.069, -0.018, 0.102, 0.082, 0.105, 0.135, 0.136, 0.135, 0.134, 0.114, 0.081, 0.096, 0.123, 0.131, 0.113, 0.117, 0.069, 0.080, 0.110, 0.129, 0.132, 0.136, 0.133, 0.100, 0.098, 0.097, 1.092, -0.376, -0.161, -0.119, -0.473, -0.179, -0.051, 0.066, -0.140, -0.110, 0.010, 0.012, -0.108, 0.061, -0.175, -0.034, 0.047, -0.140, -0.476, -0.109, -0.162, -0.378, 1.090, 0.057, 0.077, 0.113, 0.105, 0.125, 0.129, 0.130, 0.109, 0.124, 0.106, 0.112, 0.077, 0.106



This record from the Open Molecules 2025 dataset describes one molecule with the formula C32H36N2O7. The level of theory is ωB97M-V with the def2-TZVPD basis set.

Structure (ORCA input):
```
! wB97M-V def2-TZVPD RIJCOSX def2/J DEFGRID3
* xyz 0 1
C 4.15 3.27 -0.86
O 3.24 2.18 -0.85
C 2.50 2.00 0.25
O 2.57 2.69 1.24
C 1.61 0.82 0.12
C 0.74 0.52 1.17
C -0.03 -0.62 1.12
C 0.04 -1.48 0.03
C -0.77 -2.76 0.03
N -0.20 -3.78 -0.83
C 1.08 -4.20 -0.70
O 1.65 -4.87 -1.52
O 1.60 -3.80 0.47
C 3.00 -3.98 0.66
C 3.67 -2.63 0.71
C 3.45 -1.79 1.80
C 4.04 -0.54 1.85
C 4.86 -0.12 0.82
C 5.07 -0.94 -0.28
C 4.47 -2.18 -0.34
C -2.20 -2.44 -0.36
C -2.45 -2.10 -1.80
C -3.16 -2.44 0.56
C -4.58 -2.04 0.29
C -5.51 -2.45 1.44
C -4.71 -0.52 0.10
O -5.44 -0.02 -0.73
N -3.97 0.20 0.98
C -4.00 1.65 1.02
C -2.68 2.28 0.65
C -2.07 3.19 1.49
C -0.91 3.84 1.10
C -0.34 3.58 -0.14
O 0.75 4.21 -0.64
C 1.31 5.27 0.11
C -0.93 2.60 -0.97
O -0.28 2.39 -2.15
C -0.83 1.45 -3.04
C -2.09 1.97 -0.57
C 0.87 -1.15 -1.04
C 1.65 -0.01 -0.99
H 4.28 3.66 0.15
H 5.10 2.90 -1.25
H 3.75 4.05 -1.51
H 0.70 1.18 2.02
H -0.69 -0.87 1.94
H -0.76 -3.16 1.06
H -0.66 -3.99 -1.70
H 3.13 -4.51 1.61
H 3.39 -4.59 -0.16
H 2.81 -2.12 2.60
H 3.87 0.11 2.70
H 5.34 0.85 0.87
H 5.69 -0.61 -1.09
H 4.63 -2.82 -1.19
H -2.93 -2.93 -2.31
H -3.11 -1.24 -1.88
H -1.52 -1.87 -2.31
H -2.93 -2.71 1.58
H -4.94 -2.50 -0.63
H -5.49 -3.53 1.56
H -6.53 -2.15 1.22
H -5.20 -1.99 2.37
H -3.32 -0.27 1.58
H -4.77 1.95 0.31
H -4.30 1.97 2.02
H -2.51 3.42 2.45
H -0.46 4.55 1.77
H 1.76 4.90 1.03
H 0.56 6.03 0.34
H 2.08 5.71 -0.52
H -0.86 0.45 -2.60
H -0.17 1.44 -3.91
H -1.84 1.74 -3.36
H -2.57 1.25 -1.21
H 0.94 -1.80 -1.90
H 2.31 0.23 -1.81
*
```

Values from the calculation:
Energy relative to the best compared isomer or geometry (same formula, charge and spin) ... 2.518 eV

Charges computed using Löwdin, reported in e: -0.037, -0.042, -0.479, 0.087, -0.133, 0.001, -0.007, -0.159, -0.231, 0.136, -0.581, 0.095, 0.015, -0.101, -0.195, -0.031, -0.076, -0.091, -0.075, -0.032, -0.215, -0.012, -0.047, -0.280, -0.049, -0.499, 0.065, 0.091, -0.118, -0.213, -0.046, -0.009, -0.212, -0.072, -0.080, -0.196, -0.062, -0.072, 0.042, -0.020, 0.008, 0.095, 0.093, 0.093, 0.126, 0.117, 0.153, 0.149, 0.136, 0.123, 0.120, 0.112, 0.106, 0.105, 0.117, 0.098, 0.081, 0.070, 0.120, 0.148, 0.083, 0.087, 0.080, 0.134, 0.131, 0.123, 0.108, 0.109, 0.087, 0.098, 0.092, 0.069, 0.099, 0.102, 0.111, 0.125, 0.129



Number 1: E_HOMO -12.54 eV, LUMO -5.72 eV. Number 2: E_HOMO -8.01 eV, LUMO 0.45 eV.